Record 1
The following is a DFT calculation (wB97M-V/def2-TZVPD) of 2 unconnected molecules or ions with the total composition C8H10N3O2 in a non-equilibrium geometry.

```
23
Properties=species:S:1:pos:R:3:mulliken_charge:R:1
C -1.660 -0.751 -0.400 -0.462
C -1.799 -0.047 0.879 0.603
C -0.757 -0.042 -1.098 0.534
C 1.450 -0.402 1.579 0.593
C 0.501 1.897 -0.500 0.769
C -2.689 -0.380 2.043 -1.008
C -0.352 -0.138 -2.483 -1.321
C 3.268 -0.143 0.015 -0.903
N -1.062 1.004 0.984 -0.826
N -0.461 1.107 -0.295 0.556
N 1.935 -0.137 0.532 -0.204
O 0.762 -0.536 2.507 -0.429
O 1.395 2.575 -0.699 -0.189
H -1.953 -1.776 -0.656 0.366
H -3.233 0.511 2.282 0.327
H -3.201 -1.364 1.803 0.318
H -2.009 -0.470 2.891 0.315
H -0.730 -1.158 -2.780 0.307
H -0.756 0.554 -3.220 0.350
H 0.664 0.093 -2.807 0.339
H 3.592 0.866 0.002 0.338
H 3.919 -0.834 0.504 0.380
H 3.175 -0.429 -1.084 0.251
```

Values from the calculation:
* orbital gap: 8.98 eV
* E_HOMO: -14.01 eV
* relative energy (zero: lowest compared OMol25 entry of this formula, charge and spin): 385.9 kJ/mol
* spin multiplicity: 1
* net charge: +1


Record 2
The following is a DFT calculation (wB97M-V/def2-TZVPD) of a molecular structure, C9H14AsF6NO4PtSSi.

```
38
Properties=species:S:1:pos:R:3:mulliken_charge:R:1
Pt 0.408 -0.555 -1.663 1.079
O 1.686 -2.402 -2.584 -0.651
S 0.775 -1.955 -3.687 1.134
O 1.079 -2.475 -4.980 -0.656
O -0.617 -2.130 -3.203 -0.650
O 0.929 -0.397 -3.582 -0.655
F 0.454 1.941 -0.804 -0.588
As -0.834 2.836 -1.644 2.073
F -1.339 1.275 -2.301 -0.504
F -1.873 2.560 -0.278 -0.471
F -0.273 4.309 -0.924 -0.504
F -2.105 3.645 -2.489 -0.496
F 0.244 3.043 -2.980 -0.483
C 2.830 0.543 0.017 -0.963
Si 1.745 -0.596 1.018 0.124
C 2.282 -2.375 0.896 -0.912
C 1.847 -0.004 2.796 -1.278
N 0.082 -0.601 0.297 0.048
C -1.157 -0.387 0.788 1.117
C -2.277 -0.596 -0.057 -0.178
C -3.554 -0.346 0.397 -0.881
C -3.761 0.109 1.693 -0.379
C -2.676 0.297 2.548 -0.818
C -1.395 0.047 2.116 -0.267
H 3.848 0.439 0.407 0.383
H 2.512 1.578 0.128 0.247
H 2.875 0.323 -1.052 0.383
H 3.333 -2.466 1.179 0.311
H 2.173 -2.744 -0.126 0.288
H 1.696 -3.012 1.560 0.303
H 2.909 -0.043 3.055 0.357
H 1.314 -0.635 3.507 0.345
H 1.518 1.027 2.915 0.366
H -2.114 -0.955 -1.066 0.418
H -4.391 -0.492 -0.271 0.389
H -4.764 0.323 2.038 0.378
H -2.843 0.654 3.556 0.381
H -0.565 0.217 2.779 0.211
```

Values from the calculation:
* orbital gap (alpha / beta): 7.55 / 6.17 eV
* E_HOMO (alpha / beta): -6.00 / -6.00 eV
* relative energy (zero: lowest compared OMol25 entry of this formula, charge and spin): 140.7 kJ/mol
* spin multiplicity: 2
* net charge: -1


Record 3
The following is a DFT calculation (wB97M-V/def2-TZVPD) of a molecular structure, C28H84O14S4 in a non-equilibrium geometry.

```
130
Properties=species:S:1:pos:R:3:mulliken_charge:R:1
C -4.161 -0.669 -1.556 -0.578
C -3.592 -1.672 -0.543 -0.011
O -3.643 -2.947 -1.023 -0.575
H -5.181 -0.762 -1.866 0.470
H -3.520 -0.528 -2.374 0.181
H -3.914 0.266 -1.142 -0.183
H -4.389 -1.476 0.221 0.415
H -2.661 -1.731 -0.008 0.223
H -3.399 -3.450 -0.229 0.373
C 2.776 1.400 -1.170 -1.489
C 3.732 0.268 -0.850 -0.314
O 3.850 -0.683 -1.934 -0.706
H 1.890 1.145 -1.781 0.592
H 3.018 2.127 -1.921 0.900
H 2.189 2.042 -0.387 0.350
H 3.632 -0.108 0.132 -0.573
H 4.699 0.745 -0.723 0.525
H 4.468 -1.299 -1.754 0.632
C -1.518 5.129 -0.629 -1.005
C -0.219 5.283 -0.070 -0.297
O 0.591 4.184 -0.471 -1.639
H -2.137 6.079 -0.822 0.355
H -2.140 4.548 0.034 0.250
H -1.617 4.654 -1.558 0.166
H -0.188 5.415 1.090 0.197
H 0.312 6.112 -0.403 0.447
H 1.379 4.249 0.133 1.113
C 0.703 -3.197 1.213 1.912
C 1.397 -4.494 1.480 -0.784
O 1.419 -5.301 0.369 -0.474
H 0.674 -2.527 2.026 -1.147
H -0.345 -3.592 0.950 0.555
H 1.167 -2.596 0.381 -1.351
H 0.851 -4.754 2.316 0.742
H 2.529 -4.503 1.927 -0.158
H 0.662 -5.667 -0.022 0.340
C 0.307 -0.085 -0.834 3.223
C -0.939 0.394 -0.028 1.405
O -1.110 1.784 -0.320 0.152
H 0.152 -0.176 -1.737 1.005
H 0.582 -1.100 -0.463 -1.193
H 1.245 0.418 -0.448 -2.590
H -0.808 0.246 1.039 -0.558
H -1.930 0.194 -0.578 -1.390
H -0.503 2.551 -0.242 -0.019
C -3.111 2.539 4.661 -1.651
C -1.667 1.883 4.468 1.222
O -1.218 1.391 5.750 -0.581
H -3.268 3.415 5.404 0.326
H -3.807 1.852 5.105 0.459
H -3.572 2.807 3.809 0.510
H -1.072 2.694 3.967 0.036
H -1.597 1.123 3.753 -0.213
H -0.322 1.210 5.686 0.299
C 3.226 -0.623 2.524 -0.974
C 3.568 -1.944 1.826 0.488
O 3.478 -2.960 2.903 -0.673
H 2.194 -0.481 2.830 0.532
H 3.514 0.140 1.722 0.312
H 3.647 -0.527 3.390 1.017
H 4.556 -2.034 1.472 0.736
H 2.885 -2.370 0.940 -1.224
H 3.772 -3.751 2.724 0.267
C 1.511 3.464 -4.388 -1.479
C 0.995 3.526 -2.953 0.004
O 1.510 4.642 -2.259 -0.819
H 1.122 4.344 -5.107 0.342
H 1.046 2.638 -5.089 0.205
H 2.612 3.526 -4.438 0.366
H 1.460 2.650 -2.326 0.355
H -0.024 3.582 -3.164 0.339
H 1.162 4.751 -1.309 0.643
C -1.338 0.802 -4.000 -1.404
C -2.047 1.398 -2.808 4.801
O -3.262 1.992 -3.372 -0.726
H -1.528 -0.188 -4.247 0.071
H -0.400 0.575 -3.648 0.179
H -1.480 1.301 -4.956 0.461
H -1.414 2.262 -2.232 -0.899
H -2.329 0.684 -2.062 -3.013
H -3.788 2.107 -2.606 0.423
C -5.025 1.091 1.517 -0.337
C -5.947 -0.051 2.117 -0.748
O -6.631 -0.726 1.034 -0.537
H -4.463 0.795 0.569 -0.025
H -4.310 1.695 2.388 -0.193
H -5.923 1.688 1.181 0.389
H -6.637 0.276 2.902 0.411
H -5.430 -0.685 2.674 0.509
H -7.234 -1.491 1.135 0.276
C 2.518 -2.655 -1.614 0.394
S 3.545 -3.758 -2.658 0.486
O 4.961 -3.553 -2.107 -0.743
C 2.965 -5.374 -2.048 -0.798
H 2.901 -1.656 -1.824 -0.085
H 2.958 -2.712 -0.638 -0.577
H 1.480 -2.799 -1.558 0.562
H 1.695 -5.327 -2.015 0.047
H 3.340 -5.528 -1.027 0.226
H 3.212 -6.266 -2.511 0.621
C -0.138 -0.270 3.363 -0.861
S -0.236 -1.462 4.685 0.541
O -0.971 -2.771 4.182 -0.671
C 1.474 -1.912 5.035 -0.948
H 0.266 -0.752 2.436 -0.167
H 0.408 0.538 3.485 0.796
H -1.171 -0.174 3.095 0.078
H 1.886 -1.100 5.361 0.440
H 2.065 -2.411 4.300 0.150
H 1.126 -2.779 5.638 0.469
C 4.048 2.511 1.273 2.106
S 2.649 3.392 2.174 -0.135
O 1.726 3.738 0.981 -0.241
C 1.999 1.901 2.988 -0.167
H 4.795 2.211 2.055 0.373
H 4.366 3.256 0.541 0.410
H 3.740 1.708 0.854 -2.580
H 2.841 1.405 3.624 0.398
H 1.427 1.179 2.226 -0.617
H 1.234 2.333 3.631 0.436
C -1.475 -3.031 -5.982 -0.941
S -1.253 -3.817 -4.416 0.346
O 0.243 -4.246 -4.357 -0.581
C -1.422 -2.396 -3.441 -1.786
H -1.783 -3.838 -6.601 0.421
H -0.607 -2.457 -6.332 0.282
H -2.260 -2.196 -5.861 0.280
H -1.297 -2.537 -2.394 0.073
H -2.118 -1.736 -3.714 1.257
H -0.798 -1.627 -3.753 0.729
```

Values from the calculation:
* orbital gap: 7.86 eV
* E_HOMO: -8.27 eV
* relative energy (zero: lowest compared OMol25 entry of this formula, charge and spin): 60.9 kJ/mol
* spin multiplicity: 1


Record 4
The following is a DFT calculation (wB97M-V/def2-TZVPD) of a gas-phase ion, C8H13N2O (charge +1) in a non-equilibrium geometry.

```
24
Properties=species:S:1:pos:R:3:mulliken_charge:R:1
C 0.883 -2.061 -0.550 -0.851
C 1.972 -1.569 0.075 0.033
C -0.229 -1.205 -0.775 0.608
C 1.363 0.764 0.317 0.851
C -2.432 0.654 0.647 -1.272
C -2.238 0.996 -1.745 -1.389
C 3.132 -0.009 1.511 -0.969
C -1.369 0.957 -0.487 0.120
N 2.119 -0.240 0.482 -0.057
N -0.364 0.012 -0.448 -0.176
O 1.144 1.879 0.589 -0.382
H 0.710 -3.150 -0.683 0.369
H 2.894 -2.185 0.187 0.260
H -1.154 -1.608 -1.266 0.307
H -3.277 1.426 0.871 0.360
H -2.927 -0.314 0.445 0.340
H -1.837 0.768 1.528 0.404
H -1.742 1.522 -2.528 0.352
H -3.134 1.453 -1.427 0.441
H -2.584 -0.031 -2.000 0.365
H 3.318 1.009 1.722 0.370
H 2.630 -0.385 2.484 0.385
H 4.089 -0.677 1.289 0.266
H -0.965 1.994 -0.236 0.264
```

Values from the calculation:
* orbital gap: 9.24 eV
* E_HOMO: -13.87 eV
* relative energy (zero: lowest compared OMol25 entry of this formula, charge and spin): 276.0 kJ/mol
* spin multiplicity: 1
* net charge: +1


Record 5
The following is a DFT calculation (wB97M-V/def2-TZVPD) of a molecular structure, I2O6V3 in a non-equilibrium geometry.

```
11
Properties=species:S:1:pos:R:3:mulliken_charge:R:1
O -8.243 29.610 -13.454 -0.444
V -7.683 29.167 -12.112 1.014
O -6.080 29.167 -12.049 -0.622
O -6.173 29.851 -16.159 -0.510
V -6.063 28.500 -15.387 1.722
O -6.672 28.633 -14.021 -0.399
O -10.867 30.075 -14.183 -0.573
V -9.964 29.998 -15.386 1.561
O -8.425 29.523 -14.990 -0.615
I -8.571 27.245 -12.412 -0.066
I -8.125 30.456 -10.461 -0.067
```

Values from the calculation:
* orbital gap: 5.32 eV
* E_HOMO: -11.84 eV
* relative energy (zero: lowest compared OMol25 entry of this formula, charge and spin): 660.0 kJ/mol
* spin multiplicity: 1
* net charge: +1


Record 6
The following is a DFT calculation (wB97M-V/def2-TZVPD) of a molecular structure, C24H25AgAsF5N6O4Te in a non-equilibrium geometry.

```
67
Properties=species:S:1:pos:R:3:mulliken_charge:R:1
Ag 1.935 -1.641 0.987 0.175
N -0.073 -2.351 2.438 -0.327
C -0.352 -3.429 1.479 -0.678
C -0.252 -2.857 0.064 0.336
O -1.103 -2.008 -0.272 -0.583
N 0.679 -3.342 -0.760 0.161
C 0.687 -2.877 -2.132 -1.108
C 1.012 -1.387 -2.325 0.430
O 0.963 -0.937 -3.477 -0.823
O 1.355 -0.715 -1.292 1.298
H -0.782 -1.634 2.357 -0.136
H -0.087 -2.716 3.380 0.259
H 0.362 -4.217 1.636 0.473
H -1.364 -3.844 1.573 0.390
H 1.442 -3.438 -2.673 0.358
H -0.285 -3.068 -2.596 0.402
N 5.341 1.668 -2.032 -0.443
C 4.226 1.178 -1.393 0.608
N 3.216 0.746 -2.119 -0.046
N 4.272 1.240 -0.076 -0.831
C 3.440 0.657 0.737 0.991
N 2.815 0.266 1.647 -0.830
H 5.238 1.965 -2.985 0.213
H 5.952 2.213 -1.450 0.277
H 3.328 0.613 -3.111 0.239
H 2.384 0.214 -1.679 -0.546
C -0.905 5.181 1.966 -0.388
C -1.991 4.582 1.337 -0.707
C -1.896 3.271 0.899 -0.564
C -0.731 2.528 1.082 -0.013
C 0.351 3.144 1.704 -0.255
C 0.267 4.462 2.142 -0.565
As -0.611 0.597 0.499 1.120
C -2.270 0.238 1.516 0.058
C -2.161 0.496 2.887 -0.290
C -3.175 0.165 3.769 -0.665
C -4.341 -0.424 3.295 -0.445
C -4.461 -0.694 1.941 -0.767
C -3.430 -0.382 1.065 -0.318
C -1.118 1.154 -1.309 0.834
C -2.263 0.837 -2.023 0.179
C -2.468 1.343 -3.301 -0.680
C -1.518 2.158 -3.890 -0.618
C -0.347 2.450 -3.201 -0.660
C -0.159 1.959 -1.924 -0.454
H -0.977 6.203 2.320 0.336
H -2.910 5.140 1.198 0.374
H -2.746 2.810 0.404 0.223
H 1.261 2.569 1.846 0.349
H 1.117 4.927 2.629 0.416
H -1.249 0.957 3.255 0.353
H -3.056 0.360 4.829 0.372
H -5.137 -0.690 3.981 0.347
H -5.364 -1.162 1.565 0.378
H -3.513 -0.665 0.026 0.338
H -2.999 0.166 -1.601 0.056
H -3.373 1.091 -3.843 0.384
H -1.675 2.550 -4.889 0.313
H 0.424 3.049 -3.670 0.368
H 0.757 2.179 -1.386 0.250
F 0.736 -5.664 0.064 -0.486
Te 2.345 -4.436 -0.067 1.417
F 2.363 -5.230 -1.832 -0.409
F 3.102 -2.806 -0.974 -0.605
F 2.916 -6.244 0.568 -0.464
F 4.302 -4.668 -0.388 -0.451
O 2.553 -3.799 1.584 -0.920
```

Values from the calculation:
* orbital gap: 7.12 eV
* E_HOMO: -2.88 eV
* relative energy (zero: lowest compared OMol25 entry of this formula, charge and spin): 105.3 kJ/mol
* spin multiplicity: 1
* net charge: -2